C38H93ClFN12O13 | wB97M-V/def2-TZVPD

The geometry in XYZ format:
```
158
C38H93ClFN12O13, DFT wB97M-V/def2-TZVPD
C -3.38472 3.01859 -1.28668
C -4.37156 2.03340 -2.21052
C -3.50187 1.35792 -3.41830
Cl -4.35043 1.79415 -5.02983
N -3.14179 -0.08685 -3.25976
C -4.26362 -1.05662 -3.48674
O -5.26968 -1.14355 -2.41660
N -6.36760 -0.52375 -2.92800
O -7.16976 -0.27005 -2.03843
C -2.29874 -0.38948 -2.04812
N -0.80908 -0.77903 -2.16172
C -0.18567 -0.21376 -3.41702
C 1.39368 0.22044 -3.13610
C 2.07955 -0.54819 -1.86178
O 3.12668 -1.38092 -2.10097
O 1.70392 -0.38985 -0.43974
N -2.78603 -0.39959 -0.73489
C -1.84437 -0.77006 0.42773
O -1.44088 -2.06439 0.56416
N -1.36186 0.19868 1.48503
C -0.52790 -0.46749 2.55704
O -0.96953 -0.52381 3.84425
F 0.80521 -1.13059 2.32018
H -2.66484 3.66874 -1.97445
H -2.81490 2.40827 -0.46575
H -4.13420 3.78683 -0.76564
H -4.99386 1.29593 -1.55315
H -5.13873 2.78742 -2.72823
H -2.47019 1.96006 -3.45160
H -4.84920 -0.93944 -4.49778
H -3.76268 -2.14005 -3.54255
H -0.80578 -1.82054 -2.30004
H -0.15469 -1.04021 -4.24982
H -0.70732 0.74015 -3.84961
H 1.54524 1.37213 -2.98977
H 1.99948 -0.09832 -4.10274
H 1.69928 0.57523 -0.16113
H -3.77929 -0.17861 -0.50574
H -0.90369 1.04613 1.08242
C -11.31487 1.00245 -2.37109
C -9.91821 1.61838 -2.38757
C -9.57474 2.39860 -1.09767
O -10.17880 3.69301 -1.01581
C -11.51460 3.68624 -0.53507
N -9.78247 2.46372 -3.58232
H -12.10438 1.74377 -2.52051
H -11.41500 0.26571 -3.17708
H -11.50432 0.48574 -1.42503
H -9.20313 0.79080 -2.47066
H -8.49291 2.58045 -1.09348
H -9.79160 1.80952 -0.19895
H -11.67852 2.91425 0.22221
H -12.21012 3.56075 -1.36713
H -11.71679 4.66249 -0.08289
H -8.82132 2.80252 -3.63407
H -10.32865 3.31487 -3.41573
C 7.56360 -4.33931 -3.19235
C 7.56716 -4.13226 -4.70476
C 7.28281 -2.67215 -5.12641
O 5.90483 -2.29553 -5.04652
C 5.48101 -1.89721 -3.75144
N 6.61257 -5.06696 -5.31760
H 6.55584 -4.33476 -2.76854
H 8.00922 -5.30902 -2.94032
H 8.15063 -3.56460 -2.68921
H 8.57266 -4.38687 -5.06148
H 7.55255 -2.56991 -6.18482
H 7.91340 -1.96278 -4.57787
H 6.26572 -1.36815 -3.20314
H 5.13853 -2.76663 -3.18694
H 4.62588 -1.22359 -3.86716
H 6.68229 -4.98500 -6.33233
H 5.67112 -4.71754 -5.11241
C 0.59696 -0.26670 9.00975
C 0.60052 -0.05965 7.49734
C 0.31617 1.40045 7.07568
O -1.06181 1.77708 7.15557
C -1.48562 2.17539 8.45066
N -0.35407 -0.99435 6.88450
H -0.41080 -0.26216 9.43356
H 1.04258 -1.23641 9.26177
H 1.18399 0.50801 9.51288
H 1.60602 -0.31427 7.14061
H 0.58592 1.50269 6.01727
H 0.94676 2.10983 7.62423
H -0.70092 2.70446 8.99895
H -1.82811 1.30598 9.01516
H -2.34076 2.84902 8.33493
H -0.28434 -0.91239 5.86977
H -1.29552 -0.64493 7.08968
C -6.78115 2.31956 7.52902
C -7.24594 2.06537 6.09737
C -6.29332 1.14942 5.29482
O -5.10784 1.80023 4.82775
C -4.06417 1.87462 5.78730
N -7.44849 3.35616 5.42409
H -5.94308 3.01958 7.58221
H -7.59520 2.75389 8.12157
H -6.47970 1.38629 8.01487
H -8.21537 1.55605 6.16001
H -6.82307 0.82386 4.39104
H -6.04452 0.23819 5.85117
H -4.03253 0.99330 6.43426
H -4.16868 2.78365 6.38276
H -3.11336 1.94260 5.24900
H -7.84128 3.18256 4.49843
H -6.52074 3.74257 5.22285
C 6.25979 4.00838 1.04825
C 5.73273 2.59992 0.78613
C 5.18486 2.40484 -0.64646
O 3.88553 2.96462 -0.85963
C 3.88794 4.35251 -1.15844
N 4.72104 2.27146 1.80056
H 5.45874 4.74154 1.17484
H 6.85464 4.02644 1.96926
H 6.90550 4.34380 0.23065
H 6.57816 1.91224 0.91054
H 5.07036 1.32740 -0.81814
H 5.89293 2.76373 -1.40250
H 4.75744 4.64681 -1.75313
H 3.84072 4.93319 -0.23518
H 2.98385 4.57672 -1.73357
H 4.43591 1.29995 1.67354
H 3.87539 2.80232 1.56908
C 6.30487 -0.74563 -8.93857
C 7.82395 -0.60815 -8.99998
C 8.32595 0.10512 -10.27661
O 8.32145 -0.71588 -11.44836
C 7.06550 -0.79039 -12.10607
N 8.43090 -1.93847 -8.85059
H 5.92407 -1.51950 -9.61037
H 5.98875 -1.02156 -7.92547
H 5.81511 0.19978 -9.19206
H 8.12603 0.00434 -8.14165
H 9.37587 0.37992 -10.11666
H 7.78594 1.04232 -10.45502
H 6.51077 0.15045 -12.04776
H 6.47509 -1.60977 -11.69149
H 7.24857 -1.01895 -13.16089
H 9.44460 -1.83072 -8.80514
H 8.28190 -2.44089 -9.73144
C 1.30090 -3.48444 5.36504
C 2.69857 -3.97761 5.73052
C 2.88679 -5.49876 5.52740
O 2.29983 -6.30530 6.55309
C 0.91337 -6.55616 6.37892
N 3.00155 -3.57565 7.11150
H 0.55018 -3.75251 6.11323
H 1.29247 -2.39084 5.28505
H 0.98237 -3.88933 4.39937
H 3.40390 -3.46772 5.06296
H 3.96210 -5.71218 5.56764
H 2.54593 -5.81954 4.53611
H 0.64000 -6.65839 5.32482
H 0.32858 -5.76464 6.85151
H 0.67171 -7.49298 6.89114
H 3.96711 -3.83102 7.32064
H 2.45336 -4.18073 7.73110
```

Output
ΔE to the lowest compared entry with this formula, charge and spin ... 230.0 kcal per mole
Net charge ... +1
Max |F| ... 10.8 eV/Å

Löwdin atomic charge list, values in e, 8 entries: -0.1114 -0.2417 -0.6065 0.6096 -0.0798 -0.1538 -0.1023 -0.0170


C38H93N7O26 | wB97M-V/def2-TZVPD

The geometry in XYZ format:
```
164
C38H93N7O26, DFT wB97M-V/def2-TZVPD
C -2.39254 6.86358 3.21909
C -2.79519 6.13765 4.43700
O -2.51363 4.93375 4.70541
N -3.84909 6.78270 5.15200
H -3.96668 7.78713 5.20964
H -3.74448 1.94682 4.14565
C -4.64758 6.25739 6.25085
H -3.27961 7.26917 2.76591
H -1.98602 6.10909 2.59498
H -1.72554 7.70913 3.43465
H -5.65002 6.69515 6.17282
H -4.16736 6.32676 7.19458
H -4.77263 5.15115 6.15886
C -2.56515 -2.78709 5.53841
C -1.40643 -3.60337 5.89140
O -0.37242 -3.65462 5.17868
N -1.56800 -4.53214 6.84932
H -2.36268 -4.55143 7.53265
H -0.36142 -3.65733 3.32198
C -0.51744 -5.53949 7.08288
H -2.95928 -2.40088 6.45449
H -3.26981 -3.57499 5.31841
H -2.51830 -2.20058 4.63188
H 0.42038 -5.10158 6.73131
H -0.76362 -6.43547 6.47473
H -0.38982 -5.78950 8.13480
C 4.58466 3.03000 -5.30421
C 5.20114 1.81266 -4.64712
O 4.93051 0.65561 -5.02887
N 6.12723 2.12408 -3.72792
H 4.17197 -0.16032 -3.45230
H 6.43247 3.11109 -3.67654
C 6.96466 1.06304 -3.14311
H 3.82682 2.66374 -6.02952
H 5.31196 3.62700 -5.87466
H 3.94497 3.58003 -4.53468
H 7.94959 1.45153 -2.79628
H 7.23612 0.34677 -3.86617
H 6.44949 0.64788 -2.29613
C 0.81723 6.07136 -4.32569
O 0.62604 5.01562 -3.37550
C 1.28378 5.08267 -2.18633
C 1.15130 3.80074 -1.52533
N -0.13350 3.19556 -1.21432
H -0.53143 3.00377 -2.14655
H 0.01500 2.32246 -0.72503
C -1.27264 4.01226 -0.56276
C -2.48010 3.18731 -0.84680
O -2.70151 2.89260 -2.16223
C -4.03001 2.66018 -2.56608
H 1.88480 6.31085 -4.37661
H 0.27639 6.99504 -4.16958
H 0.54988 5.61032 -5.22282
H 1.03354 5.93465 -1.54216
H 2.35929 5.30377 -2.38893
H 1.68133 3.68509 -0.59593
H 1.61741 3.13739 -2.21184
H -1.35767 4.99489 -1.06090
H -1.01933 4.06366 0.45620
H -3.25393 3.75646 -0.34595
H -2.28574 2.25447 -0.28554
H -4.72477 2.47364 -1.70524
H -3.94132 1.88738 -3.35988
H -4.45163 3.64990 -2.97198
C 6.36492 -0.65060 4.22759
O 5.28582 -1.34684 3.60564
C 4.52585 -2.43552 4.22290
C 3.19889 -2.43155 3.49107
N 2.43439 -1.19189 3.88812
H 3.11199 -0.42191 4.06106
H 1.83478 -0.91087 3.03515
C 1.54240 -1.31353 5.10215
C 1.14340 0.08717 5.51400
O 2.27161 0.83406 5.45225
C 2.04672 2.19939 5.88132
H 6.57485 0.05451 3.42622
H 7.20328 -1.31151 4.52516
H 5.97379 -0.19006 5.15524
H 4.33704 -2.22450 5.28519
H 4.99787 -3.43865 4.07341
H 2.54390 -3.26842 3.79245
H 3.38659 -2.46908 2.45280
H 2.21719 -1.73811 5.88516
H 0.76779 -2.03402 4.97859
H 0.72008 -0.02043 6.49408
H 0.33923 0.47796 4.86126
H 3.03014 2.67647 5.93743
H 1.47088 2.19367 6.78350
H 1.32648 2.71113 5.13881
C 0.76574 -5.46575 -3.19331
O 0.56763 -4.58158 -4.31186
C 1.46147 -3.47246 -4.35249
C 1.24671 -2.62619 -5.59464
N -0.15483 -2.09207 -5.52527
H -0.67606 -2.76157 -5.01456
H -0.07751 -1.19164 -4.83599
C -0.72049 -1.76538 -6.92206
C -1.41212 -3.00721 -7.41021
O -0.51308 -4.02620 -7.74196
C -1.21613 -5.26036 -7.75978
H 1.38105 -6.33828 -3.47130
H -0.23085 -5.74768 -2.86731
H 1.21659 -4.93415 -2.39532
H 2.46526 -3.91933 -4.42924
H 1.49408 -2.95029 -3.38220
H 1.44944 -3.16968 -6.46790
H 2.05632 -1.87232 -5.64831
H 0.12927 -1.34186 -7.45911
H -1.48014 -0.92557 -6.83390
H -2.10790 -2.64631 -8.22265
H -2.12974 -3.38031 -6.64629
H -1.78324 -5.45720 -6.90176
H -0.37292 -5.97865 -7.71564
H -1.76848 -5.42344 -8.69031
C -2.57288 -3.70968 -3.16581
O -1.89907 -2.96342 -2.22554
C -2.33320 -1.64548 -2.14699
C -1.30441 -0.99053 -1.21063
N -1.32159 -1.67579 0.07565
H -1.00918 -2.62317 -0.11635
H -0.69438 -1.15356 0.76356
C -2.59923 -1.77840 0.79424
C -3.28897 -0.51366 1.42103
O -3.85192 0.29508 0.40186
C -4.98206 1.06312 0.77808
H -2.46131 -3.49639 -4.23387
H -3.67470 -3.70559 -3.06882
H -2.16612 -4.68459 -3.09733
H -3.41569 -1.65381 -1.77734
H -2.33908 -1.06959 -3.05327
H -1.55253 0.12535 -1.12055
H -0.31638 -1.02507 -1.63369
H -2.41148 -2.40801 1.65358
H -3.30025 -2.33966 0.15961
H -2.54860 0.01991 1.99055
H -4.12736 -0.96388 1.97840
H -5.67120 0.97835 0.02649
H -4.67329 2.11989 0.93759
H -5.35746 0.60414 1.71871
O 2.37250 0.77798 1.72564
C 1.22876 0.28279 1.07397
O 0.83039 0.91233 0.09632
O 0.75602 -0.77940 1.69570
H 2.75260 1.49475 1.21612
O 2.58664 0.74892 -2.21215
C 2.88512 -0.52430 -2.17297
O 4.08922 -0.80079 -2.70414
O 2.20747 -1.41164 -1.61635
H 1.70778 0.67413 -1.82275
O -0.24740 1.17571 -5.77268
C -0.27327 1.21368 -4.44587
O -0.41425 2.31085 -3.89752
O 0.00220 0.06819 -3.83601
H -0.41448 2.00161 -6.21555
O -4.79537 1.05941 5.87834
C -4.35570 0.35447 4.84358
O -4.85703 -0.67240 4.53559
O -3.56383 0.99339 3.90963
H -5.27280 0.72949 6.65304
O 1.06349 -5.20649 2.42764
C 0.63134 -4.13844 1.65356
O 1.05055 -3.90316 0.55795
O -0.26933 -3.45726 2.34120
H 1.81216 -5.60683 1.97424
```

Output
ΔE to the lowest compared entry with this formula, charge and spin ... 0.0 kcal per mole
Net charge ... +2
Max |F| ... 4.7 eV/Å

Löwdin atomic charge list, values in e, 8 entries: -0.0118 -0.4728 -0.0147 -0.0191 0.1292 0.1476 -0.0889 0.0832


C38H94CaN5O14 | wB97M-V/def2-TZVPD

The geometry in XYZ format:
```
152
C38H94CaN5O14, DFT wB97M-V/def2-TZVPD
Ca -6.91243 26.48231 -56.38206
C -10.71151 24.86259 -57.86003
C -9.47205 25.50906 -57.30889
O -8.56089 25.96873 -58.06640
O -9.25194 25.44507 -56.06848
H -11.28425 25.52595 -58.51380
H -11.33862 24.51755 -57.04458
H -10.41771 24.06207 -58.54212
C -6.53273 28.70702 -59.25320
O -6.10263 27.58208 -58.51569
C -5.16321 26.81012 -59.25463
C -5.21671 25.33053 -58.92104
N -5.37791 24.96086 -57.48486
C -5.82567 23.56569 -57.33872
C -5.91385 23.29353 -55.84760
O -6.63955 24.32928 -55.21589
C -7.36963 23.85595 -54.08596
H -7.23289 28.44271 -60.04600
H -5.66729 29.23914 -59.67254
H -6.98545 29.43098 -58.58145
H -4.16389 27.25166 -59.11626
H -5.35693 26.88255 -60.32944
H -4.34567 24.85335 -59.37933
H -6.10724 24.93174 -59.41579
H -4.40375 24.95380 -57.18351
H -5.14007 22.85314 -57.81105
H -6.79547 23.43910 -57.82161
H -4.89324 23.23604 -55.43545
H -6.35394 22.31756 -55.63736
H -7.82915 24.70401 -53.58758
H -6.71026 23.33413 -53.38660
H -8.14684 23.17598 -54.44005
C -13.72257 26.79221 -56.98985
O -13.00588 27.26879 -58.13087
C -11.97764 28.14251 -57.74595
C -11.15499 28.50306 -58.97474
N -11.47566 29.68871 -59.75904
C -12.83044 29.65983 -60.30208
C -13.11440 30.95262 -61.00222
O -13.08950 32.00348 -60.04295
C -13.11645 33.28591 -60.64790
H -13.03637 26.24939 -56.32915
H -14.45089 26.08963 -57.38605
H -14.17654 27.65454 -56.49592
H -11.30628 27.65411 -57.01832
H -12.38529 29.00745 -57.19436
H -11.17877 27.67723 -59.69040
H -10.10867 28.59421 -58.67298
H -11.41524 30.53017 -59.19407
H -13.59606 29.42940 -59.55267
H -12.91621 28.89085 -61.08024
H -14.08059 30.97269 -61.52289
H -12.33875 31.14393 -61.75777
H -12.25808 33.42941 -61.30755
H -13.11434 34.00184 -59.82926
H -14.05821 33.41091 -61.19477
C -13.60315 18.63881 -54.60818
O -14.57911 19.35000 -53.87298
C -14.04295 20.41699 -53.11296
C -13.48937 21.56297 -53.95634
N -12.76788 22.50630 -53.09933
C -12.24680 23.62230 -53.87394
C -11.22837 24.45466 -53.12640
O -11.89596 25.30849 -52.22229
C -11.08690 25.72513 -51.15196
H -13.02299 19.31782 -55.23701
H -14.13914 17.97832 -55.28904
H -12.91567 18.05077 -53.99321
H -13.30060 20.03689 -52.40311
H -14.89705 20.82507 -52.56489
H -14.31909 22.01605 -54.51809
H -12.75997 21.19409 -54.67941
H -13.39959 22.90493 -52.40922
H -12.98592 24.29043 -54.34386
H -11.71245 23.19987 -54.73604
H -10.62791 24.95955 -53.90126
H -10.50990 23.82092 -52.58702
H -11.71097 26.31370 -50.48146
H -10.28492 26.38603 -51.50916
H -10.66544 24.87364 -50.61043
C -17.88115 20.64946 -57.03623
O -16.81058 21.29443 -57.68941
C -15.85303 21.84420 -56.80036
C -15.16888 22.99780 -57.47205
N -14.35735 22.63140 -58.62094
C -14.19110 23.62861 -59.68593
C -13.66626 22.85633 -60.88547
O -14.54176 21.92290 -61.45654
C -15.75508 22.46122 -61.94503
H -18.32072 19.94081 -57.73866
H -18.66028 21.36470 -56.75341
H -17.53826 20.08096 -56.16690
H -15.14516 21.08425 -56.44869
H -16.36778 22.25057 -55.91806
H -14.52241 23.49815 -56.73059
H -15.89643 23.78662 -57.73964
H -14.73740 21.79351 -59.04882
H -13.42645 24.35566 -59.39037
H -15.13994 24.17586 -59.77452
H -12.79551 22.31772 -60.51059
H -13.29113 23.57637 -61.63163
H -16.42695 21.63251 -62.16327
H -15.57557 22.98835 -62.88686
H -16.23389 23.07015 -61.18016
C -8.19341 27.51951 -53.28336
O -7.02768 27.21429 -54.02092
C -5.84705 27.29658 -53.25387
C -4.67583 26.77000 -54.06398
N -4.73848 27.19038 -55.49378
C -4.81860 28.65868 -55.73727
C -6.12998 29.42034 -55.59083
O -7.13450 28.76633 -56.35468
C -8.39712 29.39133 -56.12994
H -9.05919 27.32188 -53.91736
H -8.19802 28.53924 -52.89443
H -8.31024 26.80280 -52.45988
H -5.93382 26.65986 -52.35953
H -5.69548 28.30448 -52.85178
H -4.61826 25.68450 -54.03436
H -3.78698 27.18256 -53.56813
H -3.78624 26.97448 -55.77514
H -4.60015 28.73854 -56.80842
H -3.97621 29.19661 -55.28545
H -5.99735 30.42401 -56.01804
H -6.33071 29.65309 -54.53861
H -8.78626 29.18777 -55.13058
H -9.13624 29.01094 -56.83222
H -8.32929 30.47760 -56.23399
C -10.18232 21.41625 -56.50227
C -9.57897 20.07312 -56.22909
C -8.10003 20.07307 -55.88602
O -10.30688 19.49772 -55.10272
H -11.26482 21.37703 -56.38245
H -9.90580 21.75167 -57.50584
H -9.92104 22.23494 -55.81574
H -9.80565 19.37130 -57.03070
H -7.47718 20.43087 -56.71421
H -7.78238 19.07432 -55.60323
H -7.93439 20.80714 -55.08980
H -10.24232 20.14114 -54.38828
C -9.42770 22.39899 -60.77325
C -8.26902 23.35785 -60.52825
C -7.24890 23.23887 -61.64219
O -8.77303 24.68555 -60.54416
H -10.12128 22.31867 -59.93154
H -9.09768 21.40928 -61.08586
H -10.04105 22.84179 -61.56298
H -7.78196 23.14173 -59.56902
H -7.73289 23.35420 -62.61956
H -6.72560 22.28263 -61.67816
H -6.53873 24.07114 -61.64541
H -8.71943 25.13553 -59.68296
```

Output
Net charge ... +1
Max |F| ... 2.0 eV/Å

Löwdin atomic charge list, values in e, 8 entries: 1.4763 0.0258 -0.6800 -0.1472 -0.0951 0.0770 0.0784 0.0692


These records have LUMO energy values of -6.1, -3.3, -2.5 eV, in the order they appear.
These records have frontier orbital gap values of 4.22, 9.54, 7.46 eV, in the order they appear.
These records have E_HOMO values of -10.27, -12.84, -9.92 eV, in the order they appear.